This record from the OMol25 dataset describes a molecular structure, C4H8N2O2 at a distorted geometry. The level of theory is ωB97M-V/def2-TZVPD.

LUMO = 0.253 eV
Energy above the lowest of the compared OMol25 structures with the same formula, charge and spin = 750.13 kJ/mol

Last column: natural (NBO) charge in e.
Cartesian coordinates (Å):
C  -1.17136  1.57204  -0.14042  -0.65
C  -0.72038  0.16666  0.26317  -0.40
C  0.72067  0.10985  -0.15314  0.09
C  -1.74082  -1.00831  -0.16176  0.82
H  -1.62469  1.71308  -1.09381  0.25
H  -2.00612  1.40261  0.70515  0.25
H  -0.41054  2.21809  0.61330  0.23
H  -0.90362  -0.09673  1.32013  0.25
H  1.35463  0.89219  -0.86149  0.17
H  2.94731  0.43403  -0.93737  0.31
H  3.58220  -0.71207  0.76928  0.38
H  -0.05904  -2.22475  -0.20699  0.54
N  1.39237  -0.88234  0.25303  -0.27
N  2.68064  -0.67132  -0.17488  -0.66
O  -1.10286  -2.21943  -0.12481  -0.71
O  -2.93840  -0.69360  -0.06939  -0.58

=====

This record from the OMol25 dataset describes 2 unconnected molecules or ions with the total composition C4H7NO at a distorted geometry. The level of theory is ωB97M-V/def2-TZVPD.

LUMO (alpha / beta) = 0.106 / -0.530 eV
Energy above the lowest of the compared OMol25 structures with the same formula, charge and spin = 693.22 kJ/mol
SMILES = C=CC.N#CO

Last column: natural (NBO) charge in e.
Cartesian coordinates (Å):
C  1.09959  0.44684  0.08521  -0.35
C  0.75462  -0.85926  0.36286  -0.16
C  -0.10887  -1.73833  -0.46935  -0.67
H  2.07202  0.61226  -0.36317  0.19
H  1.00153  1.22401  0.82910  0.19
H  1.53261  -1.43882  0.85369  0.18
H  -0.86028  -1.13578  -0.97325  0.23
H  -0.57331  -2.51175  0.14230  0.22
H  0.45196  -2.28039  -1.23532  0.22
N  -1.28374  1.43904  -1.39646  -0.36
C  -0.93959  1.68669  -0.31180  0.51
O  -1.52751  1.91926  0.91397  -0.75
H  -1.61904  2.63621  1.56222  0.55

=====

This record from the OMol25 dataset describes C3H5N3 in the gas phase at a distorted geometry. The level of theory is ωB97M-V/def2-TZVPD.

LUMO = 0.316 eV
Energy above the lowest of the compared OMol25 structures with the same formula, charge and spin = 318.11 kJ/mol

Last column: natural (NBO) charge in e.
Cartesian coordinates (Å):
N  -0.02598  1.45730  1.09191  -0.83
C  0.01158  0.27967  0.31244  -0.10
C  -0.14965  0.28757  -1.06701  0.06
N  -0.10668  -0.87937  -1.66324  -0.54
N  0.20751  -2.04521  -0.14696  -0.14
C  0.19861  -1.07647  0.69119  -0.06
H  0.82482  1.63118  1.61006  0.36
H  -0.82397  1.51136  1.71152  0.36
H  -0.30066  1.23715  -1.58764  0.22
H  -0.22576  -0.82364  -2.69107  0.40
H  0.37136  -1.58172  1.65519  0.26

=====

This record from the OMol25 dataset describes a molecular structure, C28H39CrF6N8O7P2S2 at a distorted geometry. The level of theory is ωB97M-V/def2-TZVPD.

Total charge = +1
Expectation value of S² = 6.0122
LUMO (alpha / beta) = -3.196 / -3.389 eV
Spin multiplicity = 5
Energy above the lowest of the compared OMol25 structures with the same formula, charge and spin = 89.53 kJ/mol

Last column: Mulliken spin population.
Cartesian coordinates (Å):
Cr  -0.49208  0.49712  0.94464  3.90
F  -4.51935  1.31420  3.98410  0.00
C  -4.24019  0.14993  4.58310  0.00
F  -4.86849  -0.81726  3.91453  0.00
F  -4.70189  0.18893  5.81967  0.00
S  -2.37295  -0.08588  4.59374  0.01
O  -1.86618  0.93982  3.71564  0.02
O  -2.00234  -0.01798  5.96547  0.00
N  -2.28954  -1.56133  3.97658  0.00
S  -1.08560  -2.09281  3.13286  0.00
O  -0.62980  -1.25923  2.01332  -0.09
O  -1.24087  -3.46159  2.78755  0.00
C  0.41620  -1.96320  4.24213  0.00
F  0.35189  -2.67847  5.34558  0.00
F  0.57729  -0.67435  4.56322  0.00
F  1.49721  -2.33486  3.54277  0.00
C  0.39555  4.25384  -0.95533  -0.01
C  0.54478  3.02352  -0.31643  0.06
N  -0.47381  2.22168  -0.04415  -0.10
C  -1.71357  2.62060  -0.43379  -0.04
C  -1.95686  3.83696  -1.09218  0.01
C  -0.85472  4.67088  -1.34567  0.02
C  -3.29848  4.15269  -1.47003  0.00
C  -4.31734  3.29800  -1.22011  0.00
C  -4.09476  2.04874  -0.56080  -0.01
C  -5.10115  1.10401  -0.30601  0.02
C  -4.75778  -0.07137  0.31375  -0.01
C  -3.43556  -0.29754  0.69782  0.07
N  -2.46737  0.57439  0.48157  -0.08
C  -2.79054  1.72565  -0.15187  0.06
H  1.26327  4.87422  -1.12728  0.00
H  1.52259  2.67894  -0.00467  0.00
H  -1.00655  5.62279  -1.83736  0.00
H  -3.47512  5.09247  -1.97714  0.00
H  -5.32384  3.54254  -1.53423  0.00
H  -6.12368  1.30888  -0.59391  0.00
H  -5.50232  -0.82738  0.51691  0.00
H  -3.16166  -1.21086  1.20543  0.00
C  -0.31197  -3.75549  -4.12875  0.00
N  -0.91050  -2.90764  -3.11006  0.00
C  -2.24802  -3.30562  -2.68667  0.00
P  -0.40338  -1.36710  -2.83386  0.02
O  -1.12892  -0.71428  -1.74027  0.05
O  1.16954  -1.63490  -2.51271  0.01
P  2.06143  -1.23233  -1.22263  0.02
O  1.45427  -0.28872  -0.25446  -0.03
N  2.48885  -2.67639  -0.52995  0.00
C  2.83148  -3.79198  -1.40522  0.00
C  1.75228  -3.11207  0.65798  0.00
N  3.32915  -0.51070  -2.00469  0.00
C  3.93761  -1.07882  -3.20059  0.00
C  4.26339  0.24349  -1.17518  0.00
N  -0.36399  -0.43389  -4.21114  0.00
C  -0.80278  0.95387  -4.07929  0.00
C  0.70775  -0.59948  -5.18624  0.00
H  -0.80689  -3.64821  -5.09947  0.00
H  -0.39220  -4.79706  -3.81315  0.00
H  0.74500  -3.51412  -4.23305  0.00
H  -2.94896  -3.33993  -3.52624  0.00
H  -2.60858  -2.59882  -1.94351  0.00
H  -2.19827  -4.29675  -2.23119  0.00
H  3.40680  -3.44836  -2.26226  0.00
H  1.93723  -4.30931  -1.77008  0.00
H  3.43582  -4.50538  -0.84488  0.00
H  1.33464  -2.25412  1.16963  0.01
H  2.43372  -3.63358  1.33230  0.00
H  0.92850  -3.78550  0.40048  0.00
H  3.19472  -1.63816  -3.76387  0.00
H  4.78459  -1.73078  -2.96155  0.00
H  4.30705  -0.26862  -3.83308  0.00
H  3.74045  0.61009  -0.29423  0.00
H  4.63652  1.09805  -1.74262  0.00
H  5.11868  -0.36461  -0.86328  0.00
H  -1.57944  1.01212  -3.32131  0.00
H  -1.20944  1.28841  -5.03525  0.00
H  0.02163  1.62002  -3.79497  0.00
H  1.03549  -1.63560  -5.21414  0.00
H  1.56814  0.03602  -4.94769  0.00
H  0.33341  -0.32333  -6.17271  0.00
C  3.70316  2.98935  5.13712  0.00
C  2.79375  2.36001  4.13016  0.01
C  3.16378  1.25648  3.36768  0.00
C  2.27421  0.71787  2.45826  0.05
N  1.06045  1.22755  2.23420  -0.04
C  0.69921  2.29615  2.95944  0.05
C  1.51565  2.87058  3.91013  0.00
H  4.46804  2.29518  5.47893  0.00
H  3.13486  3.34421  5.99569  0.00
H  4.20085  3.85565  4.69630  0.00
H  4.13763  0.80323  3.49672  0.00
H  2.54003  -0.15164  1.87157  -0.01
H  -0.29540  2.68332  2.78788  0.01
H  1.15458  3.70493  4.49633  0.00

=====

This record from the OMol25 dataset describes C6H8O3 in the gas phase at a distorted geometry. The level of theory is ωB97M-V/def2-TZVPD.

LUMO = 0.941 eV
Energy above the lowest of the compared OMol25 structures with the same formula, charge and spin = 270.14 kJ/mol
SMILES = C[C@]12O[C@@H]3O[C@H]1C[C@@H]3O2

Last column: natural (NBO) charge in e.
Cartesian coordinates (Å):
C  -2.18335  0.03544  0.23954  -0.66
C  -0.77722  -0.01075  -0.19005  0.46
O  -0.48391  -1.14035  -1.04550  -0.51
C  0.92514  -0.99610  -0.87786  0.29
O  1.00330  -1.48180  0.48995  -0.49
C  0.35804  -0.29883  0.97559  0.02
C  1.32735  0.91685  0.62943  -0.46
C  1.16230  0.57448  -0.91110  0.03
O  -0.19157  0.99770  -1.01713  -0.51
H  -2.99521  0.14249  -0.53128  0.24
H  -2.27882  0.74349  1.06585  0.23
H  -2.31087  -1.13141  0.49950  0.25
H  1.56103  -1.41922  -1.61825  0.19
H  -0.12494  -0.48982  1.96708  0.22
H  2.29246  0.71516  1.32981  0.23
H  0.86813  1.94584  0.70102  0.24
H  1.84813  0.89683  -1.70661  0.22

=====

This record from the OMol25 dataset describes a molecular structure, C59H57ClIN13O5PSn. The level of theory is ωB97M-V/def2-TZVPD.

Total charge = +3
LUMO = -7.623 eV
Energy above the lowest of the compared OMol25 structures with the same formula, charge and spin = 73.90 kJ/mol

Last column: Löwdin charge in e.
Cartesian coordinates (Å):
Sn  1.18691  0.48207  -0.03701  1.27
C  -0.95438  3.25587  -13.60227  -0.05
O  -1.07654  4.11810  -12.47351  -0.05
C  -0.82177  3.62406  -11.25794  -0.27
C  -0.45807  2.30048  -11.00271  0.00
C  -0.21581  1.90390  -9.69934  -0.02
C  -0.32797  2.79801  -8.63859  -0.17
C  -0.69653  4.12347  -8.90887  -0.01
C  -0.94012  4.53079  -10.19601  0.03
C  -0.06788  2.41108  -7.26260  -0.23
N  -0.17514  3.20634  -6.21180  0.20
C  0.16954  2.44326  -5.14369  -0.17
C  0.48973  1.15441  -5.52554  -0.14
N  0.33427  1.15036  -6.89053  0.20
C  0.91747  0.16740  -4.60019  -0.08
C  1.29758  -1.15269  -4.90794  0.03
C  1.70928  -1.99627  -3.90679  -0.03
C  1.74564  -1.52393  -2.59130  -0.12
N  1.38556  -0.29152  -2.28344  -0.03
C  0.97531  0.55520  -3.24292  -0.16
C  0.63506  1.89860  -2.82647  -0.14
N  0.73614  2.20749  -1.50447  -0.01
C  0.53163  3.46407  -1.13421  -0.10
C  0.17065  4.47583  -2.02584  0.00
C  0.01218  4.17009  -3.35226  0.06
C  0.25570  2.85415  -3.77608  -0.06
H  -1.18489  3.86805  -14.46727  0.10
H  -1.66594  2.43078  -13.53902  0.10
H  0.06302  2.87080  -13.68901  0.10
H  -0.36223  1.58449  -11.80466  0.11
H  0.06511  0.86905  -9.53745  0.11
H  -0.78350  4.82525  -8.09129  0.12
H  -1.22203  5.55043  -10.41929  0.13
H  0.49181  0.38675  -7.52446  0.15
H  1.27838  -1.49986  -5.93345  0.13
H  2.02501  -3.00686  -4.12643  0.12
H  2.09325  -2.14453  -1.76969  0.09
H  0.65406  3.68890  -0.08411  0.10
H  0.01889  5.47828  -1.65232  0.13
H  -0.27505  4.91346  -4.08468  0.14
N  4.40808  -1.66923  1.27012  0.07
N  4.10510  -2.91780  1.81331  -0.05
C  2.91853  -3.49835  1.57420  -0.42
N  2.62436  -4.59550  2.32081  0.21
N  2.12721  -2.97574  0.64935  0.14
N  0.81279  -3.47228  0.72734  -0.05
O  0.49951  -5.77803  0.20567  0.10
O  -0.06918  -2.38533  0.62739  -0.30
H  5.20444  -1.75175  0.64971  0.11
H  4.62916  -1.01943  2.01512  0.08
H  4.77694  -3.39847  2.39458  0.11
H  3.18249  -4.81047  3.13249  0.12
H  2.07829  -5.35835  1.95064  0.11
I  -1.41994  -0.73896  2.90133  1.21
C  -1.60200  -2.80006  3.21512  -0.61
C  -1.23751  -3.22578  4.46987  -0.14
C  -1.62549  -4.48822  4.95635  -0.04
C  -2.47359  -5.25159  4.20945  0.00
C  -2.85504  -4.84372  2.90844  -0.14
C  -3.80378  -5.62014  2.19502  0.02
C  -4.21371  -5.26781  0.94282  -0.02
C  -3.56367  -4.19727  0.30974  -0.06
C  -2.61599  -3.42370  0.94975  -0.21
P  -1.53189  -2.65593  -0.24823  0.92
C  -2.47120  -1.82455  -1.51587  -0.18
C  -1.97329  -1.49682  -2.81500  -0.05
C  -2.16196  -0.25604  -3.32257  -0.02
C  -2.96487  0.73561  -2.65138  -0.03
C  -3.47972  0.49171  -1.43955  0.00
C  -3.12692  -0.73314  -0.71805  -0.18
C  -0.70661  -4.01831  -1.08013  -0.15
C  0.43704  -4.48972  -0.31940  -0.35
C  1.40176  -5.45381  -0.89597  -0.12
C  1.02508  -5.99614  -2.20587  0.03
C  -0.15717  -5.68977  -2.76712  -0.01
C  -1.02604  -4.66711  -2.21437  0.00
C  -2.32915  -3.65119  2.33987  -0.20
H  -0.69572  -2.55431  5.12410  0.09
H  -1.32082  -4.79705  5.94673  0.12
H  -2.87997  -6.17627  4.59875  0.13
H  -4.21426  -6.49555  2.68285  0.13
H  -4.96536  -5.83720  0.41522  0.12
H  -3.77912  -4.01851  -0.73919  0.12
H  -1.41248  -2.23146  -3.37601  0.10
H  -1.76495  -0.02004  -4.30196  0.11
H  -3.21088  1.64801  -3.17940  0.13
H  -4.18708  1.16559  -0.97540  0.13
H  -3.80303  -1.02912  0.07844  0.14
H  0.61451  -3.87975  1.65737  0.18
H  2.44389  -5.43356  -0.60345  0.15
H  1.73156  -6.63880  -2.71439  0.13
H  -0.43983  -6.13873  -3.70969  0.13
H  -1.91015  -4.39073  -2.77700  0.12
C  1.05981  5.19056  6.99022  -0.03
C  -0.17497  4.29019  6.86891  -0.53
C  -0.27178  3.42160  8.12942  -0.03
C  -1.42126  5.18437  6.80028  -0.03
C  -0.07297  3.37215  5.61091  -0.42
O  -1.30521  2.69951  5.36022  -0.02
C  1.09360  2.34340  5.69727  -0.09
C  0.66253  0.90078  5.96939  -0.14
C  1.79659  -0.07007  5.77138  -0.22
C  2.14085  -0.42929  4.46866  -0.05
C  3.17332  -1.31371  4.21208  -0.11
C  3.88033  -1.85414  5.27410  -0.64
Cl  5.16220  -2.97867  4.95070  0.72
C  3.56835  -1.50918  6.57896  -0.07
C  2.52905  -0.61763  6.81853  0.00
C  0.12512  4.23205  4.34450  -0.02
N  -0.13342  3.46100  3.12345  -0.07
C  0.65274  2.57605  2.52156  -0.17
N  0.00282  1.99880  1.51837  -0.11
C  -1.20706  2.63147  1.52955  -0.23
N  -1.32659  3.50944  2.49345  0.17
H  0.99484  5.76498  7.91471  0.10
H  1.12017  5.91431  6.17528  0.09
H  1.99568  4.63088  7.02584  0.09
H  -0.37093  4.06486  9.00344  0.10
H  0.61519  2.80436  8.27898  0.09
H  -1.15001  2.76811  8.13087  0.09
H  -1.57067  5.66461  7.76735  0.10
H  -2.32476  4.62401  6.56283  0.09
H  -1.31797  5.98563  6.06742  0.09
H  -1.68749  2.42064  6.19959  0.10
H  1.84826  2.64661  6.42409  0.12
H  1.62754  2.33704  4.74665  0.08
H  -0.12057  0.63981  5.26091  0.05
H  0.22479  0.80681  6.96508  0.12
H  1.57513  -0.01992  3.63786  0.06
H  3.43419  -1.59144  3.19756  0.05
H  4.13022  -1.93707  7.39776  0.12
H  2.28240  -0.35800  7.84118  0.13
H  1.14876  4.59771  4.28409  0.14
H  -0.56008  5.07308  4.31515  0.13
H  1.65827  2.35005  2.83449  0.13
H  -2.00003  2.41525  0.83240  0.12
O  -0.83000  0.05368  -0.64407  -0.36
N  -1.69964  -0.81959  -0.18792  -0.23